[1]
94
Properties=species:S:1:pos:R:3:lowdin_charge:R:1 method="wB97M-V/def2-TZVPD" total_charge=0 relative_energy_kcal_mol=24.0 e_homo_ev=-9.55 largest_force_ha_per_bohr=0.0432 e_lumo_ev=-0.4 total_energy_ev=-55445.801 gap_ev=9.19 mol_weight_g_mol=558.656
C 9.341 -0.357 25.020 -0.18
O 7.998 -0.527 25.386 -0.10
H 9.523 0.367 24.222 0.08
H 9.951 0.028 25.848 0.08
H 9.849 -1.284 24.743 0.06
H 7.474 0.096 24.870 0.05
C 6.503 -6.043 22.506 -0.24
C 6.682 -6.893 23.728 -0.22
O 5.673 -6.668 24.706 -0.06
O 5.269 -6.368 21.856 -0.06
H 7.345 -6.175 21.818 0.12
H 6.539 -4.985 22.770 0.09
H 7.711 -6.839 24.082 0.12
H 6.550 -7.943 23.431 0.13
H 4.851 -6.504 24.230 0.09
H 5.141 -5.679 21.199 0.07
C 5.520 2.140 22.050 -0.20
C 6.936 2.577 22.345 -0.23
O 7.657 1.629 23.123 -0.06
O 5.677 0.872 21.395 -0.08
H 5.099 2.869 21.349 0.13
H 4.897 2.132 22.947 0.12
H 6.971 3.591 22.751 0.13
H 7.490 2.715 21.406 0.11
H 7.595 0.805 22.617 0.05
H 4.786 0.528 21.260 0.10
C 11.494 -6.186 23.586 -0.26
C 11.249 -6.412 22.110 -0.25
O 11.517 -7.763 21.738 -0.06
O 12.851 -6.474 23.857 -0.06
H 10.843 -6.847 24.169 0.12
H 11.187 -5.150 23.781 0.11
H 11.863 -5.712 21.531 0.11
H 10.207 -6.236 21.845 0.11
H 12.309 -8.000 22.237 0.07
H 12.974 -6.657 24.791 0.09
C 6.868 -3.150 18.913 -0.22
C 8.158 -3.850 18.514 -0.23
O 7.967 -4.611 17.332 -0.04
O 6.555 -2.189 17.902 -0.07
H 7.051 -2.599 19.840 0.09
H 6.101 -3.902 19.122 0.12
H 8.519 -4.461 19.343 0.12
H 8.943 -3.096 18.366 0.11
H 7.232 -4.199 16.866 0.08
H 5.719 -1.772 18.131 0.10
C 11.091 -0.873 20.273 -0.23
C 10.730 -1.391 21.647 -0.16
O 10.796 -2.827 21.634 -0.05
O 12.329 -1.404 19.875 -0.04
H 11.104 0.223 20.288 0.12
H 10.274 -1.157 19.600 0.11
H 9.724 -1.160 21.971 0.09
H 11.436 -1.041 22.408 0.13
H 11.692 -3.116 21.430 0.12
H 12.418 -1.476 18.923 0.10
C 8.211 -2.997 23.287 -0.24
C 7.079 -2.305 22.532 -0.20
O 7.631 -1.198 21.801 -0.12
O 8.908 -3.900 22.454 -0.11
H 7.726 -3.469 24.143 0.10
H 8.870 -2.209 23.656 0.07
H 6.298 -1.926 23.205 0.11
H 6.512 -2.938 21.841 0.10
H 6.898 -0.637 21.510 0.04
H 9.619 -3.388 21.915 -0.01
C 4.266 -1.163 25.658 -0.23
C 3.247 -0.408 24.811 -0.24
O 1.892 -0.654 25.201 -0.05
O 4.367 -2.554 25.354 -0.07
H 4.088 -1.064 26.732 0.13
H 5.238 -0.753 25.374 0.10
H 3.361 -0.808 23.791 0.11
H 3.544 0.636 24.720 0.11
H 1.917 -1.540 25.574 0.07
H 3.539 -2.998 25.563 0.08
C 9.097 1.892 18.867 -0.08
C 8.156 0.691 18.699 -0.31
O 8.645 -0.090 17.615 -0.09
H 9.371 1.890 19.929 0.05
H 8.593 2.841 18.686 0.07
H 10.060 1.886 18.363 0.08
H 7.114 0.978 18.532 0.11
H 8.240 0.083 19.606 0.08
H 8.161 -0.928 17.560 0.05
C 9.293 -5.118 27.547 -0.08
C 8.080 -4.803 26.683 -0.33
O 6.956 -5.544 27.125 -0.08
H 9.397 -6.186 27.735 0.07
H 9.268 -4.528 28.463 0.07
H 10.226 -4.831 27.049 0.06
H 8.328 -5.020 25.636 0.09
H 7.870 -3.727 26.747 0.11
H 6.367 -5.612 26.359 0.05

***

[2]
110
Properties=species:S:1:pos:R:3:lowdin_charge:R:1 method="wB97M-V/def2-TZVPD" total_charge=0 relative_energy_kcal_mol=0.0 e_homo_ev=-7.99 largest_force_ha_per_bohr=0.0657 e_lumo_ev=0.2 total_energy_ev=-74485.451 gap_ev=8.21 mol_weight_g_mol=757.817
C -1.866 -3.484 -0.360 -0.03
C -2.659 -2.335 0.265 -0.47
C -3.745 -1.927 -0.701 -0.15
C -4.924 -1.230 -0.071 -0.21
C -5.610 -2.000 1.038 -0.15
C -4.593 -2.380 2.068 -0.55
N -3.426 -2.990 1.404 -0.05
O -2.504 -3.447 2.457 -0.04
C -4.248 -1.119 2.858 -0.04
C -5.195 -3.434 3.040 -0.03
C -1.839 -1.082 0.712 -0.01
H -1.329 -3.134 -1.242 0.07
H -2.531 -4.311 -0.667 0.10
H -1.040 -3.860 0.250 0.07
H -3.273 -1.157 -1.336 0.12
H -4.150 -2.723 -1.315 0.12
H -5.649 -1.027 -0.850 0.10
H -4.664 -0.162 0.135 0.12
H -6.054 -2.904 0.537 0.14
H -6.423 -1.385 1.556 0.14
H -3.931 -0.221 2.259 0.08
H -5.164 -0.855 3.374 0.08
H -3.457 -1.279 3.601 0.08
H -4.528 -3.512 3.920 0.08
H -6.160 -3.050 3.383 0.08
H -5.274 -4.397 2.590 0.07
H -1.396 -0.518 -0.112 0.07
H -0.926 -1.498 1.202 0.05
H -2.364 -0.341 1.313 0.06
H -1.935 -2.703 2.704 0.05
C 0.498 -0.729 3.561 -0.58
O 0.266 -1.863 3.263 0.06
N 1.701 -0.435 4.265 0.14
N -0.416 0.363 3.426 0.17
H 2.107 -1.271 4.706 0.12
H 1.687 0.384 4.816 0.06
H -0.540 0.727 2.516 0.04
H -0.186 1.135 4.019 0.07
C 5.064 0.140 1.899 -0.64
O 5.979 -0.034 1.116 0.00
N 4.895 1.335 2.708 0.13
N 4.045 -0.674 2.100 0.20
H 4.291 1.307 3.520 0.04
H 5.669 2.005 2.736 0.10
H 3.355 -0.380 2.713 0.03
H 3.951 -1.504 1.481 0.12
C -2.582 2.575 -2.219 -0.65
O -2.652 3.017 -1.097 0.01
N -3.654 2.125 -2.874 0.19
N -1.394 2.312 -2.907 0.18
H -4.589 2.303 -2.596 0.11
H -3.525 1.688 -3.758 0.06
H -1.318 1.967 -3.846 0.07
H -0.590 2.622 -2.422 0.06
C 0.029 4.401 0.947 -0.64
O 1.027 4.759 1.598 -0.05
N -0.712 5.375 0.229 0.13
N -0.430 3.149 0.772 0.19
H -0.730 6.358 0.445 0.08
H -1.627 5.036 -0.184 0.10
H -1.206 2.988 0.108 0.06
H 0.203 2.389 0.690 0.05
C 2.483 2.928 -1.325 -0.66
O 1.944 2.144 -2.131 -0.03
N 3.257 2.545 -0.302 0.19
N 2.314 4.246 -1.441 0.20
H 3.113 1.582 -0.019 0.08
H 3.291 3.110 0.555 0.11
H 2.739 4.967 -0.962 0.08
H 1.704 4.614 -2.170 0.13
C 1.585 -2.823 -4.939 -0.65
O 0.596 -2.924 -5.704 -0.04
N 1.928 -3.814 -4.116 0.19
N 2.393 -1.691 -4.927 0.16
H 1.525 -4.696 -4.145 0.09
H 2.813 -3.679 -3.647 0.08
H 2.902 -1.579 -4.019 0.06
H 1.850 -0.878 -5.160 0.09
C -1.711 -0.211 -5.554 -0.66
O -2.383 0.785 -5.426 0.01
N -1.450 -0.811 -6.723 0.17
N -1.196 -0.880 -4.401 0.16
H -0.909 -1.733 -6.763 0.12
H -1.678 -0.317 -7.543 0.09
H -1.047 -0.386 -3.531 0.06
H -0.449 -1.540 -4.616 0.03
C 2.018 3.497 5.271 -0.71
O 1.791 2.942 6.337 0.01
N 1.194 4.358 4.606 0.16
N 3.219 3.252 4.641 0.11
H 1.449 4.680 3.639 0.08
H 0.253 4.384 4.969 0.11
H 3.884 2.808 5.338 0.13
H 3.590 4.029 4.114 0.09
C 4.516 -1.543 -1.530 -0.67
O 3.833 -2.110 -2.358 -0.02
N 4.576 -0.214 -1.420 0.21
N 5.217 -2.272 -0.587 0.16
H 3.843 0.267 -1.825 0.05
H 5.364 0.237 -0.922 0.12
H 5.487 -3.199 -0.921 0.12
H 5.835 -1.696 -0.017 0.07
C 1.164 -0.530 -0.404 -0.65
O 0.873 0.387 0.353 -0.01
N 1.220 -0.379 -1.762 0.16
N 1.498 -1.818 0.035 0.19
H 1.255 0.617 -2.111 0.07
H 1.697 -1.098 -2.316 0.07
H 1.792 -2.502 -0.681 0.11
H 1.057 -2.156 0.820 0.04